[1]
Entry from the OMol25 dataset: a molecular structure, C51H68BN6O3P2Pt at a distorted geometry (ωB97M-V/def2-TZVPD).

Calculated values
- HOMO level: -0.1271 Eh
- Energy above the lowest of the compared OMol25 structures with the same formula, charge and spin: 0.0 kcal/mol
- Kohn-Sham gap: 5.82 eV

Geometry as ORCA input:
```
! RIJCOSX wB97M-V def2-TZVPD def2/J DEFGRID3
* xyz -1 1
Pt -0.27864 -0.00517 -0.44760
C -0.73545 -0.12840 5.96244
C -0.75291 -1.09540 4.76980
C -2.12470 -1.09171 4.11088
C -3.22228 -1.30668 4.94412
C -4.51349 -1.05215 4.52443
C -4.68246 -0.44373 3.29048
C -3.61610 -0.24679 2.42215
C -3.83029 0.59524 1.20439
C -3.42426 2.03465 1.55170
C -2.33235 -0.71708 2.75645
N -1.30830 -0.84366 1.77544
C -0.54478 -1.86424 1.98352
C 0.62800 -2.17020 1.26347
C 1.55448 -3.19636 1.52729
C 2.54165 -3.06949 0.55672
C 2.15979 -1.98530 -0.26087
N 1.01896 -1.44006 0.16498
H 0.26303 -0.05834 6.39744
H -1.41668 -0.44941 6.75203
H -1.04398 0.86850 5.63589
H -0.47729 -2.09745 5.11358
H -0.00214 -0.77131 4.05212
H -3.05334 -1.66438 5.95511
H -5.35810 -1.25859 5.17165
H -5.66738 -0.10538 2.98234
H -4.87938 0.56042 0.90343
H -3.21024 0.26281 0.37620
H -4.01591 2.41677 2.39192
H -3.56229 2.69676 0.69894
H -2.36418 2.05618 1.82572
H -0.80443 -2.57464 2.77004
H 1.50277 -3.91985 2.33264
H 3.42308 -3.68459 0.43484
H 2.66468 -1.59854 -1.13063
C 1.40522 0.65187 -5.13989
C 1.62540 1.58334 -3.95152
C 1.64439 3.02659 -4.43219
O 0.51362 1.40094 -3.06255
B 0.88999 0.64435 -1.94718
O 2.28111 0.45724 -1.99431
C 2.86292 1.18566 -3.07582
C 3.59040 2.39729 -2.48946
C 3.87557 0.28364 -3.76534
H 0.45270 0.90813 -5.60666
H 1.34404 -0.38477 -4.80205
H 2.20416 0.75088 -5.88106
H 0.78101 3.19526 -5.07353
H 2.55167 3.23524 -5.00728
H 1.57711 3.71445 -3.58791
H 2.91369 2.97330 -1.85268
H 3.98753 3.04032 -3.27817
H 4.42529 2.05250 -1.87554
H 3.41568 -0.65292 -4.07906
H 4.67240 0.04698 -3.05607
H 4.31728 0.78000 -4.63499
O 1.28471 1.37482 1.52842
P 2.23971 2.03488 2.43403
N 2.38992 1.23933 3.89229
C 2.89861 -0.14602 3.83629
C 3.11877 -0.52664 5.30028
C 3.40041 0.82289 5.97742
C 2.46409 1.78474 5.24417
N 3.76749 2.11266 1.77605
C 4.96325 2.43795 2.56216
C 6.02269 1.42974 2.11105
C 5.60899 1.12764 0.66486
C 4.08922 1.07725 0.75375
N 1.78948 3.58713 2.79335
C 2.59973 4.68723 3.31455
C 1.70489 5.36071 4.35397
C 0.29791 5.15618 3.77988
C 0.35893 3.76454 3.14734
H 3.85083 -0.18818 3.29516
H 2.20136 -0.80121 3.31188
H 3.94481 -1.22997 5.40777
H 2.22209 -0.98739 5.71554
H 4.44245 1.10914 5.80944
H 3.21276 0.81286 7.05262
H 2.82931 2.81406 5.25351
H 1.47661 1.77766 5.71846
H 4.77316 2.38126 3.64085
H 5.29728 3.45543 2.33195
H 5.95820 0.51610 2.70692
H 7.03264 1.83187 2.20207
H 6.01435 0.18440 0.29772
H 5.94014 1.93580 0.00504
H 3.76330 0.08095 1.06652
H 3.57322 1.28751 -0.17276
H 2.83495 5.39493 2.51107
H 3.54658 4.34292 3.73496
H 1.96138 6.41158 4.49176
H 1.79292 4.85619 5.31981
H 0.09048 5.91399 3.01951
H -0.48299 5.21646 4.53734
H -0.26860 3.67236 2.26128
H 0.03482 2.99455 3.85860
N -1.75240 1.09080 -1.19789
P -2.50115 1.99326 -2.13344
C -2.34576 1.88439 -3.98156
C -2.61983 0.66805 -4.60453
C -2.63788 0.55621 -5.98667
C -2.38172 1.66299 -6.78417
C -2.10501 2.87823 -6.18061
C -2.08653 2.98689 -4.79173
C -2.26037 3.78569 -1.78352
C -3.00661 4.85041 -2.28686
C -2.77065 6.14749 -1.84433
C -1.76423 6.39904 -0.92108
C -0.98548 5.35055 -0.45363
C -1.23912 4.05060 -0.87588
C -4.31704 1.66184 -1.99284
C -5.30965 2.58932 -1.68602
C -6.63825 2.19598 -1.53445
C -6.99546 0.86755 -1.68298
C -6.00967 -0.07416 -1.95156
C -4.68737 0.31849 -2.09000
H -2.78626 -0.21081 -3.99306
H -2.84474 -0.40201 -6.44966
H -2.37855 1.57546 -7.86433
H -1.89519 3.74876 -6.79289
H -1.84049 3.93726 -4.33856
H -3.76487 4.67372 -3.04117
H -3.36896 6.96695 -2.22671
H -1.58316 7.41056 -0.57505
H -0.17747 5.54788 0.24328
H -0.65995 3.20272 -0.51206
H -5.05022 3.62616 -1.52863
H -7.39262 2.93581 -1.29056
H -8.02961 0.56330 -1.56705
H -6.27370 -1.12232 -2.03566
H -3.91091 -0.42419 -2.23191
*
```

Mulliken atomic charge list, values in e, 6 entries:
1. Pt 0.583
2. C -1.317
3. C 0.789
4. C -0.137
5. C -0.856
6. C -1.158

[2]
Entry from the OMol25 dataset: a molecular structure, C51H71GeN4P3RhSi (ωB97M-V/def2-TZVPD).

Calculated values
- HOMO level (alpha / beta): -0.4520 / -0.4538 Eh
- Energy above the lowest of the compared OMol25 structures with the same formula, charge and spin: 0.0 kcal/mol
- Kohn-Sham gap (alpha / beta): 5.71 / 4.78 eV
- ⟨S²⟩: 0.764

Geometry as ORCA input:
```
! RIJCOSX wB97M-V def2-TZVPD def2/J DEFGRID3
* xyz 2 2
Rh -0.32672 0.49586 0.30810
C 1.71928 -1.25134 4.84998
C 1.34355 -0.09579 3.91223
C 2.55146 0.82166 3.75136
P 0.60948 -0.71006 2.31156
C 1.92087 -1.81779 1.66554
N 1.50095 -2.46839 0.45419
Ge 0.58685 -1.54492 -0.93138
N 1.84602 -0.79852 -2.09476
C 2.03971 0.61454 -2.22762
P 1.45448 1.49242 -0.73205
C 2.91355 1.54696 0.42550
C 3.15292 2.91563 1.06867
C 4.21145 0.98347 -0.15876
C 1.23951 3.22779 -1.31568
C 2.42929 3.63406 -2.20182
C -0.05589 3.50228 -2.06132
C 2.79307 -1.70149 -2.59080
C 4.00592 -1.35606 -3.18215
C 4.90244 -2.34828 -3.55906
C 4.61891 -3.68809 -3.35131
C 3.39686 -4.04334 -2.79670
C 2.49326 -3.05992 -2.45002
N 1.15984 -3.35572 -1.94545
C 1.12249 -4.36340 -0.88894
C 0.88704 -5.70340 -1.11193
C 0.90295 -6.58410 -0.03659
C 1.14929 -6.10375 1.23871
C 1.35420 -4.74818 1.46874
C 1.33447 -3.85785 0.40059
C 0.15052 -3.57309 -2.96627
C 0.34664 -4.36452 -4.07959
C -0.71532 -4.61311 -4.93754
C -1.95859 -4.07931 -4.64122
C -2.14745 -3.25693 -3.53702
C -1.07686 -2.95923 -2.69500
N -1.09774 -2.06011 -1.61418
C -2.29919 -1.30327 -1.34547
P -2.00326 0.51156 -1.45166
C -1.91558 0.82592 -3.28305
C -0.81701 0.04852 -4.01390
C -3.22770 0.52819 -4.02475
C -3.60193 1.27106 -0.87844
C -3.80515 2.69186 -1.41333
C -4.85450 0.40908 -1.08935
C -0.64150 -1.95510 2.91528
C -1.64120 -2.37135 1.84677
C -1.41492 -1.52543 4.16038
H 1.97649 -0.82394 5.82026
H 2.60317 -1.78449 4.49996
H 0.92019 -1.97183 5.01781
H 0.54273 0.48176 4.37643
H 3.40310 0.30043 3.30764
H 2.86472 1.16207 4.73947
H 2.32109 1.70519 3.16355
H 2.16719 -2.54692 2.43319
H 2.83501 -1.23781 1.49644
H 1.54702 1.05250 -3.10394
H 3.09647 0.86638 -2.31682
H 2.60578 0.87501 1.21996
H 3.56066 3.63859 0.36700
H 3.88405 2.80090 1.86906
H 2.24988 3.34097 1.50722
H 4.58998 1.58374 -0.98732
H 4.10301 -0.04819 -0.50013
H 4.97601 0.99782 0.62003
H 1.25224 3.82526 -0.40416
H 2.44043 3.06591 -3.13217
H 3.39805 3.52130 -1.72243
H 2.31629 4.68452 -2.47311
H -0.05410 3.00926 -3.03423
H -0.14662 4.57456 -2.24049
H -0.92650 3.18562 -1.49183
H 4.26841 -0.32317 -3.36375
H 5.83987 -2.06044 -4.01567
H 5.33230 -4.45060 -3.62881
H 3.14833 -5.08375 -2.62836
H 0.68853 -6.06416 -2.11231
H 0.72520 -7.63747 -0.19946
H 1.17389 -6.78804 2.07605
H 1.53247 -4.41424 2.48186
H 1.32392 -4.78500 -4.27647
H -0.57605 -5.23214 -5.81203
H -2.80347 -4.29314 -5.28214
H -3.13933 -2.86679 -3.36240
H -2.73531 -1.53893 -0.37474
H -3.07535 -1.53877 -2.06914
H -1.72212 1.89606 -3.35487
H -1.16667 -0.95418 -4.25777
H 0.10582 -0.06959 -3.45862
H -0.59873 0.55039 -4.95776
H -3.53623 -0.51013 -3.89573
H -3.04226 0.66750 -5.09101
H -4.05347 1.17433 -3.75357
H -3.46757 1.34347 0.20332
H -3.97556 2.70790 -2.48657
H -2.97074 3.35356 -1.18511
H -4.68604 3.12332 -0.93869
H -5.11385 0.27774 -2.13613
H -5.69332 0.91658 -0.60985
H -4.77295 -0.57433 -0.62774
H -0.02005 -2.81831 3.17087
H -2.23014 -1.49906 1.54740
H -2.34725 -3.08820 2.27080
H -1.19001 -2.83798 0.97085
H -2.14477 -0.75370 3.91650
H -0.79195 -1.16252 4.97467
H -1.97272 -2.38853 4.52771
C -0.03993 3.20210 6.23962
C -1.10116 2.31488 6.12901
C -1.50765 1.87237 4.87838
C -0.85615 2.30258 3.71676
C 0.18000 3.22756 3.84911
C 0.59303 3.66984 5.09517
Si -1.58295 1.83350 2.06622
C -2.32573 3.41116 1.40915
C -1.53522 4.46045 0.93500
C -2.09018 5.69749 0.64935
C -3.44767 5.90952 0.85698
C -4.24209 4.88626 1.35286
C -3.68665 3.64305 1.61873
H 0.27880 3.54626 7.21443
H -1.61842 1.97450 7.01629
H -2.34994 1.19476 4.81565
H 0.66541 3.62833 2.96615
H 1.39917 4.38744 5.17602
H -2.67140 0.83593 2.29020
H -0.46928 4.31900 0.80033
H -1.46675 6.50223 0.28139
H -3.88238 6.87716 0.64491
H -5.29552 5.05619 1.53253
H -4.32323 2.85215 2.00257
*
```

Mulliken atomic charge list, values in e, 6 entries:
1. Rh -3.354
2. C -1.868
3. C 1.874
4. C -1.225
5. P 1.888
6. C -1.483

Number 1: energy -3365.5646 Eh. Number 2: energy -5705.6402 Eh.